Here is a structure of composition CH2FFeLiO from OMol25. Energies are from ωB97M-V/def2-TZVPD.

```
7
Properties=species:S:1:pos:R:3:forces:R:3
C -0.4835 0.5332 0.0379 -1.65 0.14 -0.79
O 1.2521 -0.5321 0.7072 1.33 0.65 -1.67
Fe 1.7259 0.7974 -0.5818 -1.33 -1.11 1.84
Li 0.4832 -1.9870 -0.2615 -0.32 0.29 0.58
F -1.0168 -0.7955 -0.3254 0.68 0.62 0.51
H -1.1290 1.1445 -0.6110 0.67 0.23 -0.42
H -0.8320 0.8395 1.0346 0.62 -0.81 -0.05
```
Forces are in eV/Å.

Summary:
E_HOMO (alpha / beta): -12.93 / -14.84 eV
<S²>: 8.77
molar mass: 111.810 g/mol
total charge: +1
energy relative to the best compared isomer or geometry (same formula, charge and spin): 24.1 kcal per mole
LUMO (alpha / beta): -6.015 / -6.736 eV
spin multiplicity: 6


Here is a cluster of 2 separate species, C4H9NO3 in total from OMol25. Energies are from ωB97M-V/def2-TZVPD.

```
17
Properties=species:S:1:pos:R:3:forces:R:3
C -1.5432 1.0211 2.3048 0.33 -0.29 -0.42
C -1.3093 0.8905 0.9958 -1.24 0.21 0.34
C -1.1979 -0.4194 0.2954 -0.63 0.32 -0.03
O -1.6050 -0.5839 -0.8262 0.60 0.15 0.44
O -0.7095 -1.4382 1.0243 -0.01 -0.95 0.07
H -1.4096 0.2182 3.0154 0.09 -0.21 0.01
H -1.9126 1.9281 2.7538 0.12 0.30 -0.16
H -1.5930 1.6972 0.3337 0.32 0.14 -0.09
H -1.1028 -1.4709 1.9081 0.33 0.27 -0.11
C 2.1856 -0.4257 -0.6049 0.28 -2.18 -2.55
O 1.4936 -0.7908 -1.9426 0.75 1.32 2.04
N 0.7519 0.2926 -2.4419 -0.67 0.71 -0.06
H 2.4472 0.5874 -0.2949 -1.14 0.28 -0.57
H 1.6768 -1.0642 0.1185 0.19 0.50 0.24
H 3.1458 -0.8502 -0.8994 0.22 -0.29 0.80
H 0.9216 0.3302 -3.4445 0.08 -0.20 0.19
H -0.2396 0.0781 -2.2954 0.38 -0.09 -0.15
```
Forces are in eV/Å.

Summary:
E_HOMO: -8.83 eV
molar mass: 119.120 g/mol
total charge: 0
energy relative to the best compared isomer or geometry (same formula, charge and spin): 103.6 kcal per mole
LUMO: 0.135 eV
structure (SMILES): C=CC(=O)O.CON